# 1
52
Properties=species:S:1:pos:R:3 method="wB97M-V/def2-TZVPD" e_homo_ev="-11.2 / -11.2" gap_ev="5.1145 / 3.5791" e_lumo_ev="-6.0 / -7.6" spin_multiplicity=2 charge=+1
Be -4.528 15.323 -19.923
Pb -5.256 11.191 -21.558
O -6.997 9.868 -18.331
C -5.762 9.417 -18.446
O -5.325 9.566 -19.588
O -5.121 9.044 -17.505
H -7.243 9.717 -17.415
O -7.934 12.916 -18.355
C -6.774 13.490 -18.684
O -6.395 14.580 -18.209
O -6.207 12.865 -19.559
H -7.701 12.191 -18.939
C -6.637 18.579 -16.395
O -5.645 18.651 -15.741
N -7.558 19.450 -16.460
N -7.056 17.496 -17.002
H -8.309 19.506 -17.134
H -7.337 20.261 -15.900
H -6.394 16.763 -16.789
H -7.971 17.344 -17.401
C -8.896 10.413 -21.179
O -7.821 10.509 -21.623
N -10.032 10.636 -21.871
N -9.164 10.003 -19.990
H -10.855 10.386 -21.342
H -9.987 10.663 -22.880
H -10.147 9.824 -19.845
H -8.430 9.940 -19.300
C -9.406 13.752 -22.813
O -10.283 14.141 -22.006
N -9.632 13.370 -24.011
N -8.103 13.784 -22.508
H -8.970 12.952 -24.650
H -10.618 13.278 -24.208
H -7.997 14.066 -21.544
H -7.366 13.501 -23.137
C -8.962 13.719 -14.555
O -9.201 12.736 -13.904
N -8.890 13.700 -15.854
N -8.609 14.889 -13.982
H -8.797 12.747 -16.174
H -8.182 14.301 -16.251
H -8.804 15.029 -13.001
H -8.552 15.653 -14.641
C -4.913 12.528 -15.366
O -5.172 11.653 -14.567
N -5.351 13.703 -15.486
N -4.135 12.420 -16.384
H -5.857 14.261 -14.813
H -5.349 14.083 -16.421
H -3.825 13.233 -16.897
H -3.933 11.457 -16.611

---

# 2
76
Properties=species:S:1:pos:R:3 method="wB97M-V/def2-TZVPD" e_homo_ev=-5.6 gap_ev=6.8373 e_lumo_ev=1.2 charge=-1
C 4.802 -0.123 2.669
C 3.393 -0.712 2.520
O 3.474 -1.920 1.810
C 2.819 -0.986 3.883
O 1.671 -1.789 3.839
C 0.497 -1.062 3.544
O 0.606 0.134 2.895
B -0.128 -0.134 1.588
C -0.379 1.324 0.901
C -0.546 2.397 1.888
O -1.566 2.706 2.375
O 0.573 3.098 2.223
O -1.288 -0.880 2.100
C -0.703 -1.875 2.927
P -0.353 -3.285 1.745
N 1.105 -3.561 1.296
O -1.313 -3.087 0.466
O -0.983 -4.598 2.459
H 4.780 0.748 3.312
H 5.416 -0.906 3.099
H 5.188 0.100 1.684
H 2.787 0.023 2.008
H 3.636 -1.728 0.879
H 3.565 -1.558 4.430
H 2.654 -0.069 4.446
H 0.116 -0.762 4.538
H 0.698 -0.822 0.998
H 0.460 1.569 0.270
H -1.253 1.254 0.260
H 1.260 2.449 2.439
H -1.406 -2.273 3.647
H 1.725 -2.867 1.709
H -0.746 -2.596 -0.144
H -0.281 -5.262 2.408
C 0.793 -1.424 -2.392
N 1.801 -0.715 -1.564
O 2.764 -1.346 -1.169
O 1.586 0.454 -1.325
H 1.107 -2.451 -2.512
H -0.155 -1.366 -1.866
H 0.734 -0.920 -3.346
C -3.954 -3.874 1.661
N -5.252 -4.547 1.957
O -5.222 -5.596 2.573
O -6.263 -4.002 1.560
H -3.154 -4.473 2.072
H -3.866 -3.794 0.582
H -3.982 -2.890 2.120
C -1.550 -6.069 -1.329
N -1.384 -4.837 -2.145
O -2.325 -4.474 -2.825
O -0.314 -4.276 -2.059
H -2.547 -6.461 -1.494
H -0.791 -6.776 -1.648
H -1.407 -5.785 -0.289
C -1.949 5.791 2.065
N -2.233 6.995 1.231
O -3.176 7.697 1.545
O -1.498 7.198 0.285
H -2.680 5.743 2.861
H -2.018 4.918 1.426
H -0.945 5.898 2.462
C -0.828 2.630 -4.908
N -0.433 1.198 -4.824
O -0.901 0.533 -3.924
O 0.346 0.788 -5.665
H -1.518 2.843 -4.100
H 0.074 3.234 -4.817
H -1.300 2.781 -5.875
C 2.293 6.648 -6.089
N 1.032 5.958 -5.701
O 1.128 4.911 -5.090
O -0.008 6.491 -6.024
H 3.131 6.059 -5.736
H 2.300 6.729 -7.172
H 2.282 7.630 -5.626

---

# 3
15
Properties=species:S:1:pos:R:3 method="wB97M-V/def2-TZVPD" e_homo_ev=-8.7 gap_ev=9.6074 relative_energy_ev=7.4411 e_lumo_ev=0.9 charge=0
C 1.535 -0.505 2.756
C 1.057 -0.608 1.477
C 0.372 -0.452 0.210
C -0.288 1.191 0.159
C -1.182 0.471 -0.717
C -0.392 -0.026 -1.914
C 0.650 -0.621 -1.329
H 2.253 -0.622 3.457
H 0.538 1.706 -0.047
H -0.608 1.644 1.092
H -2.070 0.918 -1.090
H -1.667 -0.848 0.816
H -0.591 0.164 -3.002
H 1.452 -1.428 -1.795
N -1.058 -0.984 -0.074

---

# 4
99
Properties=species:S:1:pos:R:3 method="wB97M-V/def2-TZVPD" e_homo_ev="-10.4 / -10.4" gap_ev="6.9936 / 6.5449" relative_energy_ev=0.1888 e_lumo_ev="-3.4 / -3.9" spin_multiplicity=2 charge=+1
Ru -0.426 -0.154 -0.215
S 6.983 1.127 0.313
N 5.808 1.329 1.397
C 4.679 0.974 0.808
C 3.365 1.007 1.419
C 3.133 1.428 2.728
C 1.840 1.419 3.197
C 0.807 1.017 2.357
N 1.008 0.625 1.101
C 2.281 0.600 0.638
C 2.472 0.124 -0.723
N 1.366 -0.295 -1.376
C 1.475 -0.684 -2.646
C 2.689 -0.710 -3.317
C 3.833 -0.318 -2.653
C 3.730 0.107 -1.331
C 4.857 0.545 -0.533
N 6.117 0.583 -0.932
H 3.964 1.747 3.343
H 1.603 1.731 4.204
H -0.213 1.013 2.708
H 0.554 -0.967 -3.137
H 2.720 -1.031 -4.348
H 4.801 -0.330 -3.135
F -1.530 2.246 1.103
C -1.894 0.995 0.747
F -2.312 0.431 1.936
F -3.064 1.143 0.037
C -3.237 -2.247 1.100
C -1.857 -2.494 1.600
N -0.753 -1.858 1.247
C 0.283 -2.439 1.953
C -0.200 -3.434 2.733
N -1.557 -3.458 2.504
C -2.474 -4.417 3.104
N -2.022 -5.752 2.862
N -1.543 -6.513 3.882
N -1.141 -7.628 3.422
C -1.334 -7.638 2.053
C -1.057 -8.622 1.101
C -1.364 -8.329 -0.208
C -1.933 -7.091 -0.573
C -2.210 -6.111 0.354
C -1.899 -6.420 1.681
H -3.251 -1.366 0.470
H -3.925 -2.067 1.926
H -3.606 -3.098 0.521
H 1.302 -2.107 1.844
H 0.276 -4.122 3.411
H -3.463 -4.264 2.676
H -2.520 -4.281 4.183
H -0.625 -9.569 1.392
H -1.173 -9.062 -0.980
H -2.167 -6.916 -1.615
H -2.653 -5.166 0.065
O -6.939 1.230 -3.315
C -6.422 0.239 -4.170
N -5.211 -0.207 -3.517
C -4.657 -1.399 -3.808
O -5.113 -2.151 -4.651
C -3.407 -1.789 -3.058
C -2.850 -3.028 -3.342
C -1.685 -3.401 -2.693
C -1.106 -2.520 -1.802
N -1.625 -1.309 -1.534
C -2.767 -0.973 -2.143
H -7.785 1.536 -3.655
H -6.190 0.647 -5.160
H -7.092 -0.616 -4.287
H -4.846 0.408 -2.810
H -3.343 -3.663 -4.066
H -1.215 -4.357 -2.875
H -0.194 -2.782 -1.281
H -3.157 -0.008 -1.862
C -3.362 3.842 -6.857
C -1.941 4.372 -6.612
C -1.935 5.878 -6.875
C -0.974 3.710 -7.603
C -1.528 4.031 -5.180
C -1.253 5.010 -4.225
C -0.909 4.708 -2.906
C -0.849 3.379 -2.571
O -0.565 2.787 -1.362
B -0.701 1.416 -1.546
O -1.003 1.164 -2.900
C -1.114 2.397 -3.508
C -1.453 2.682 -4.807
H -3.707 4.131 -7.851
H -4.059 4.246 -6.120
H -3.397 2.753 -6.795
H -2.194 6.063 -7.918
H -0.952 6.315 -6.695
H -2.666 6.400 -6.256
H -1.272 3.940 -8.628
H -0.964 2.624 -7.498
H 0.044 4.075 -7.454
H -1.312 6.053 -4.501
H -0.710 5.485 -2.181
H -1.663 1.884 -5.507

---

# 5
20
Properties=species:S:1:pos:R:3 method="wB97M-V/def2-TZVPD" e_homo_ev=-8.9 gap_ev=9.6482 relative_energy_ev=1.0017 e_lumo_ev=0.8 smiles=CCNCCS.O charge=0
C -1.826 -1.199 -0.356
N -0.349 -1.403 -0.466
C 0.358 -1.474 0.810
C 0.183 -0.299 1.733
S 1.123 1.190 1.176
C -2.175 0.284 -0.476
H -2.189 -1.693 -1.256
H -2.262 -1.665 0.534
H -0.321 -2.331 -0.858
H 1.419 -1.600 0.610
H 0.007 -2.386 1.339
H -0.836 0.002 1.973
H 0.523 -0.614 2.723
H 0.766 0.881 -0.075
H -1.524 0.903 0.144
H -2.016 0.604 -1.502
H -3.190 0.486 -0.128
H 1.418 1.873 -2.270
H 1.845 1.408 -3.689
O 1.218 1.282 -2.971

---

# 6
20
Properties=species:S:1:pos:R:3 method="wB97M-V/def2-TZVPD" e_homo_ev=-8.3 gap_ev=8.3537 relative_energy_ev=1.7766 e_lumo_ev=0.1 smiles="CCC1=P#[PH]1.C=CC" charge=0
C 2.489 -0.110 -0.378
C 2.638 0.103 2.154
C -2.320 -0.754 -1.693
C 1.872 -0.401 0.940
C -1.459 1.388 -0.763
C -2.375 0.422 -0.793
P 2.248 -0.137 -2.031
P 4.065 0.573 -1.006
H 2.661 -0.767 2.885
H 2.133 0.908 2.748
H 3.710 0.421 2.036
H -2.549 -1.550 -1.093
H -1.411 -0.967 -2.260
H -3.151 -0.723 -2.365
H 0.813 0.093 0.861
H 1.750 -1.516 1.031
H -1.325 2.326 -0.260
H -0.620 1.468 -1.418
H 3.875 1.933 -1.057
H -3.294 0.717 -0.129

---

# 7
10
Properties=species:S:1:pos:R:3 method="wB97M-V/def2-TZVPD" e_homo_ev=-2.6 gap_ev=7.4429 relative_energy_ev=0.2909 e_lumo_ev=4.9 charge=-1
N -0.662 -2.113 0.546
N -0.893 0.417 -0.487
N 1.197 1.457 -0.390
N 0.384 0.416 -0.231
O 0.748 2.702 -0.759
H -0.963 -1.362 -0.111
H -1.164 -2.307 1.482
H 0.323 -1.879 0.708
H -1.139 1.370 -0.767
H 2.168 1.301 0.010

---

# 8
116
Properties=species:S:1:pos:R:3 method="wB97M-V/def2-TZVPD" e_homo_ev="-9.7 / -10.2" gap_ev="5.8897 / 4.8895" e_lumo_ev="-3.8 / -5.4" spin_multiplicity=4 charge=+1
Mn -0.404 0.111 -0.088
C 3.596 -3.042 -3.723
C 2.080 -3.246 -3.891
C 1.316 -2.123 -3.340
C 0.885 -0.996 -3.992
C 1.080 -0.771 -5.450
C -0.272 -0.940 -6.200
C 0.272 -0.117 -3.032
C -0.149 1.148 -3.304
C -0.915 1.877 -2.412
C -1.704 3.002 -2.786
C -1.602 3.622 -4.194
C -2.668 3.113 -5.110
C -2.514 3.336 -1.768
C -2.117 2.423 -0.713
C -2.568 2.567 0.592
C -2.055 1.878 1.694
N -1.075 0.882 1.579
C -0.792 0.473 2.862
C 0.069 -0.537 3.176
C 0.717 -1.375 2.323
N 0.538 -1.330 0.924
C 1.241 -2.406 0.432
C 1.276 -2.762 -0.917
C 0.958 -1.915 -1.919
N 0.323 -0.723 -1.784
C 1.844 -3.174 1.510
C 1.538 -2.499 2.647
C 1.877 -2.908 4.070
C 2.890 -1.992 4.755
C 2.717 -4.399 1.362
C 1.925 -5.730 1.236
C -1.564 1.223 3.798
C -2.417 2.063 3.076
C -3.421 3.038 3.649
C -2.798 4.396 4.047
C -1.697 0.959 5.305
C -2.564 -0.294 5.569
N -1.236 1.503 -1.122
C -3.504 4.385 -1.659
C -4.932 3.810 -1.574
H 4.122 -3.960 -3.968
H 3.822 -2.707 -2.695
H 3.959 -2.237 -4.346
H 1.756 -4.173 -3.367
H 1.811 -3.423 -4.921
H 1.796 -1.485 -5.818
H 1.539 0.214 -5.597
H -0.546 -1.983 -6.111
H -0.257 -0.739 -7.255
H -1.048 -0.350 -5.776
H 0.023 1.586 -4.334
H -0.603 3.482 -4.626
H -1.745 4.714 -4.087
H -2.658 2.019 -5.273
H -2.584 3.613 -6.111
H -3.688 3.392 -4.748
H -3.360 3.285 0.756
H 0.137 -0.855 4.239
H 1.825 -3.663 -1.171
H 2.270 -3.909 4.038
H 0.964 -2.988 4.548
H 3.823 -2.014 4.187
H 3.117 -2.408 5.715
H 2.553 -0.950 4.830
H 3.327 -4.516 2.274
H 3.360 -4.335 0.520
H 1.366 -5.965 2.104
H 2.610 -6.549 0.978
H 1.213 -5.670 0.399
H -3.881 2.550 4.533
H -4.203 3.270 2.912
H -1.875 4.305 4.628
H -3.572 5.033 4.520
H -2.510 4.928 3.127
H -2.084 1.860 5.779
H -0.742 0.752 5.723
H -3.539 -0.103 5.183
H -2.616 -0.570 6.642
H -2.198 -1.143 4.997
H -3.444 5.069 -2.496
H -3.217 4.974 -0.775
H -5.168 3.342 -2.554
H -5.712 4.560 -1.325
H -4.935 2.963 -0.898
C 2.091 2.196 2.772
N 3.013 1.560 1.866
C 4.115 0.884 2.501
C 2.693 1.213 0.611
O 1.566 1.271 0.139
N 3.777 0.907 -0.197
C 3.455 0.365 -1.509
C 5.005 1.683 -0.111
H 2.657 2.832 3.444
H 1.588 1.387 3.390
H 1.305 2.740 2.202
H 3.788 0.489 3.449
H 4.977 1.552 2.699
H 4.452 0.111 1.808
H 2.727 -0.407 -1.334
H 4.316 -0.127 -1.908
H 3.111 1.155 -2.189
H 4.747 2.544 0.499
H 5.226 2.031 -1.096
H 5.811 1.083 0.350
F -2.507 -0.531 -2.631
C -2.667 -1.303 -1.539
C -2.016 -1.210 -0.310
C -2.329 -2.200 0.602
F -1.820 -2.226 1.827
C -3.183 -3.249 0.314
F -3.418 -4.063 1.306
C -3.777 -3.327 -0.893
F -4.598 -4.285 -1.210
C -3.502 -2.365 -1.819
F -3.982 -2.455 -3.044

---

# 9
12
Properties=species:S:1:pos:R:3 method="wB97M-V/def2-TZVPD" e_homo_ev="-7.9 / -7.9" gap_ev="7.8161 / 7.8135" relative_energy_ev=7.2329 e_lumo_ev="-0.1 / -0.1" charge=0
N -0.170 -2.050 -2.343
C -0.140 -1.312 -1.453
C -0.104 -0.352 -0.360
C -1.282 -0.092 0.474
C 0.522 0.773 1.216
C 0.832 0.831 -0.278
O 0.218 -0.863 0.963
H -1.746 0.870 0.643
H -1.911 -0.965 0.641
H 1.382 0.811 1.891
H 0.498 1.728 -0.811
H 1.845 0.550 -0.599

---

# 10
9
Properties=species:S:1:pos:R:3 method="wB97M-V/def2-TZVPD" e_homo_ev=-8.6 gap_ev=6.9900 relative_energy_ev=1.0881 e_lumo_ev=-1.6 charge=0
C -0.472 0.322 0.620
C 0.560 0.291 1.768
S 2.605 -0.697 0.976
I -2.136 1.549 1.096
I -1.218 -1.691 0.075
I 0.013 -0.568 3.551
I 1.563 2.236 2.095
I 2.335 -1.742 -1.052
H -0.081 0.691 -0.378

---

E_tot
In order: -50679.910, -75366.364, -8854.183, -89944.680, -18731.009, -24990.506, -8086.267, -105538.471, -8796.186, -53426.527
Unit: eV